No. 1
A cluster of 2 separate species, C4H6N2O in total in a non-equilibrium geometry, computed with ωB97M-V/def2-TZVPD.

Computed properties:
Relative energy (zero: lowest compared OMol25 entry of this formula, charge and spin)   479.83 kJ/mol
Kohn-Sham gap (spin up / spin down)   7.63 / 7.63 eV
E_LUMO (spin up / spin down)   0.21 / 0.21 eV
HOMO energy (spin up / spin down)   -7.4 / -7.4 eV
E   -340.61215 Ha
Strongest force on any atom   3.97 eV/Å

Last column: natural (NBO) charge in e.
Geometry (Å):
C 0.353 1.323 0.232  -0.054
C -0.975 1.111 0.017  0.267
C -0.596 -1.172 0.124  0.640
C 0.756 -1.506 -0.224  -0.790
N 1.358 1.182 -0.554  -0.706
N -2.138 1.461 -0.210  -0.599
O -1.673 -1.657 0.232  -0.499
H 0.585 1.711 1.241  0.196
H 0.949 -0.734 -0.987  0.321
H 0.739 -2.666 -0.426  0.251
H 1.359 -1.344 0.593  0.256
H 2.184 1.471 -0.021  0.340
H -2.902 0.821 -0.018  0.377

No. 2
The molecule C26H32N6O4, computed with ωB97M-V/def2-TZVPD.

Computed properties:
Relative energy (zero: lowest compared OMol25 entry of this formula, charge and spin)   7.82 kJ/mol
Kohn-Sham gap   8.72 eV
E_LUMO   0.48 eV
SMILES   CCN(C(=O)CN1CCN(c2ccccc2OC)CC1)c1c(N)n(Cc2ccccc2)c(=O)[nH]c1=O
HOMO energy   -8.2 eV
E   -1639.51877 Ha
Strongest force on any atom   0.76 eV/Å

Last column: natural (NBO) charge in e.
Geometry (Å):
C -2.130 3.936 -1.487  -0.615
H -1.729 4.181 -0.505  0.207
H -2.734 4.771 -1.832  0.216
H -1.302 3.802 -2.179  0.201
C -2.990 2.680 -1.428  -0.216
N -2.254 1.528 -0.929  -0.454
C -2.093 0.436 -1.717  0.698
O -2.370 0.436 -2.900  -0.623
C -1.509 -0.789 -1.018  -0.323
N -0.114 -0.550 -0.666  -0.461
C 0.778 -0.634 -1.815  -0.236
C 1.061 -2.072 -2.263  -0.231
N 1.586 -2.823 -1.133  -0.478
C 2.086 -4.112 -1.484  0.068
C 3.439 -4.336 -1.304  -0.180
C 4.014 -5.557 -1.618  -0.241
C 3.220 -6.568 -2.120  -0.194
C 1.862 -6.367 -2.308  -0.310
C 1.279 -5.146 -1.996  0.351
O -0.050 -4.871 -2.152  -0.520
C -0.893 -5.867 -2.676  -0.252
H -0.587 -6.163 -3.685  0.179
H -0.924 -6.750 -2.029  0.177
H -1.885 -5.419 -2.720  0.204
H 1.265 -7.175 -2.701  0.217
H 3.650 -7.527 -2.370  0.214
H 5.072 -5.713 -1.471  0.214
H 4.037 -3.529 -0.911  0.221
C 0.631 -2.842 -0.035  -0.231
C 0.387 -1.396 0.403  -0.222
H -0.314 -1.365 1.241  0.201
H 1.342 -0.969 0.729  0.189
H 1.067 -3.412 0.789  0.209
H -0.324 -3.310 -0.319  0.182
H 1.819 -2.065 -3.050  0.209
H 0.145 -2.523 -2.671  0.185
H 0.338 -0.073 -2.642  0.215
H 1.724 -0.165 -1.525  0.189
H -2.079 -0.972 -0.105  0.223
H -1.648 -1.643 -1.693  0.202
C -1.941 1.520 0.456  -0.159
C -0.671 1.841 0.879  0.502
N 0.274 2.245 -0.004  -0.777
H 0.057 2.032 -0.965  0.421
H 1.243 2.188 0.252  0.401
N -0.356 1.824 2.213  -0.442
C -1.290 1.502 3.190  0.798
O -1.011 1.482 4.367  -0.625
N -2.536 1.209 2.723  -0.638
C -2.974 1.177 1.392  0.644
O -4.121 0.875 1.139  -0.615
H -3.227 0.971 3.426  0.432
C 0.978 2.184 2.670  -0.250
C 1.336 3.611 2.341  -0.064
C 2.608 3.936 1.890  -0.220
C 2.937 5.250 1.606  -0.199
C 1.993 6.250 1.761  -0.212
C 0.722 5.932 2.209  -0.211
C 0.396 4.621 2.502  -0.154
H -0.592 4.377 2.864  0.207
H -0.016 6.710 2.336  0.217
H 2.248 7.274 1.535  0.217
H 3.931 5.491 1.262  0.216
H 3.351 3.159 1.771  0.208
H 1.714 1.485 2.256  0.201
H 0.957 2.050 3.758  0.279
H -3.854 2.841 -0.776  0.204
H -3.343 2.414 -2.426  0.237

No. 3
A structure of composition C10H7CdN2O5 in a non-equilibrium geometry, computed with ωB97M-V/def2-TZVPD.

Computed properties:
Relative energy (zero: lowest compared OMol25 entry of this formula, charge and spin)   114.03 kJ/mol
Kohn-Sham gap   7.67 eV
E_LUMO   -4.08 eV
HOMO energy   -11.8 eV
E   -1038.31928 Ha
Total charge   +1
Strongest force on any atom   6.49 eV/Å

Last column: natural (NBO) charge in e.
Geometry (Å):
O 1.278 0.604 -5.850  -0.485
C 0.565 0.467 -4.938  0.487
Cd -0.452 -1.065 -0.676  1.449
O -1.928 0.750 -2.951  -0.395
C -1.509 0.037 -2.157  0.383
C -2.236 -1.283 0.614  0.435
O -3.066 -1.241 1.409  -0.381
C 0.630 -2.636 0.253  0.377
O 1.335 -3.369 0.784  -0.400
C -1.365 -2.907 -1.908  0.427
O -1.691 -3.780 -2.585  -0.419
H 0.744 -1.346 -2.023  -0.571
N -0.027 -0.774 2.597  -0.790
C 0.301 0.346 1.904  0.396
C 0.805 1.470 2.545  -0.257
C 1.144 2.598 1.823  -0.112
C 0.993 2.638 0.429  -0.256
C 0.497 1.519 -0.194  0.045
N 0.178 0.471 0.596  -0.681
H -0.392 -1.629 2.261  0.394
H 0.119 -0.733 3.577  0.417
H 0.917 1.413 3.611  0.226
H 1.538 3.471 2.332  0.245
H 1.255 3.497 -0.159  0.244
H 0.367 1.483 -1.294  0.224

No. 4
The molecule C3H7NO, computed with ωB97M-V/def2-TZVPD.

Computed properties:
Relative energy (zero: lowest compared OMol25 entry of this formula, charge and spin)   91.18 kJ/mol
Kohn-Sham gap   11.08 eV
E_LUMO   1.02 eV
SMILES   [H]/N=C(\C)OC
HOMO energy   -10.1 eV
E   -248.49176 Ha
Strongest force on any atom   0.33 eV/Å

Last column: natural (NBO) charge in e.
Geometry (Å):
C -1.347 0.779 1.288  -0.257
O -0.075 0.401 0.779  -0.509
C -0.038 -0.475 -0.241  0.576
C 1.389 -0.788 -0.597  -0.687
N -1.088 -0.941 -0.781  -0.725
H -1.965 1.248 0.516  0.193
H -1.883 -0.087 1.690  0.191
H -1.131 1.491 2.087  0.191
H 1.909 0.128 -0.886  0.235
H 1.444 -1.506 -1.419  0.216
H 1.897 -1.206 0.276  0.234
H -0.803 -1.578 -1.522  0.344

No. 5
A cluster of 2 separate species, C6H15N2 in total, computed with ωB97M-V/def2-TZVPD.

Computed properties:
Relative energy (zero: lowest compared OMol25 entry of this formula, charge and spin)   167.98 kJ/mol
Kohn-Sham gap   9.09 eV
E_LUMO   -3.07 eV
HOMO energy   -12.2 eV
E   -346.84859 Ha
Total charge   +1
Strongest force on any atom   0.61 eV/Å

Last column: natural (NBO) charge in e.
Geometry (Å):
C 0.083 2.599 -0.685  -0.644
C 0.970 1.923 0.325  -0.325
C 0.482 1.447 1.476  -0.007
N 1.194 0.752 2.454  -0.807
H -0.966 2.463 -0.400  0.201
H 0.252 3.677 -0.698  0.252
H 0.231 2.244 -1.706  0.199
H 2.043 1.904 0.179  0.217
H -0.589 1.488 1.664  0.191
H 0.868 0.949 3.391  0.392
H 2.193 0.913 2.407  0.382
C 0.446 -2.487 -0.108  -0.672
C -0.743 -1.849 -0.749  0.140
C -1.914 -2.368 -1.041  -0.351
N -0.524 -0.404 -1.038  -0.724
H 0.253 -3.542 0.049  0.260
H 1.321 -2.411 -0.754  0.236
H 0.690 -2.013 0.846  0.248
H -2.706 -1.790 -1.504  0.215
H -2.150 -3.402 -0.845  0.246
H 0.068 -0.245 -1.855  0.441
H -0.091 0.075 -0.216  0.470
H -1.412 0.078 -1.192  0.441

No. 6
The ion C5H11N2O with charge +1 in a non-equilibrium geometry, computed with ωB97M-V/def2-TZVPD.

Computed properties:
Relative energy (zero: lowest compared OMol25 entry of this formula, charge and spin)   173.67 kJ/mol
Kohn-Sham gap   9.61 eV
E_LUMO   -3.27 eV
SMILES   N/C=C(\[NH3+])CCC=O
HOMO energy   -12.9 eV
E   -381.59781 Ha
Total charge   +1
Strongest force on any atom   2.24 eV/Å

Last column: natural (NBO) charge in e.
Geometry (Å):
O -1.072 1.948 -1.499  -0.562
C -1.141 0.947 -2.191  0.469
C -0.422 -0.334 -1.892  -0.531
C -0.587 -0.979 -0.498  -0.417
C 0.237 -0.474 0.686  -0.022
C 1.175 -1.217 1.259  0.060
N 1.870 -0.965 2.406  -0.794
N -0.040 0.894 1.148  -0.688
H -1.728 0.951 -3.125  0.147
H -0.680 -1.059 -2.621  0.242
H 0.623 -0.151 -2.009  0.250
H -1.632 -1.096 -0.192  0.225
H -0.316 -1.984 -0.568  0.246
H 1.494 -2.122 0.793  0.230
H 2.638 -1.544 2.650  0.416
H 1.632 -0.288 3.099  0.389
H 0.619 1.258 1.795  0.432
H -0.152 1.540 0.343  0.473
H -0.987 0.987 1.543  0.434

No. 7
A cluster of 2 separate species, CH2O4S in total in a non-equilibrium geometry, computed with ωB97M-V/def2-TZVPD.

Computed properties:
Relative energy (zero: lowest compared OMol25 entry of this formula, charge and spin)   91.41 kJ/mol
Kohn-Sham gap   12.30 eV
E_LUMO   0.50 eV
HOMO energy   -11.8 eV
E   -738.41487 Ha
Strongest force on any atom   1.04 eV/Å

Last column: natural (NBO) charge in e.
Geometry (Å):
C -2.111 -0.549 -0.702  0.483
O -2.875 0.120 -0.207  -0.493
O 1.596 -0.366 -0.654  -0.885
O 0.032 1.417 0.063  -0.918
O -0.102 -0.807 1.092  -0.918
S 0.669 0.223 0.497  2.226
H 1.091 -0.566 -1.447  0.516
H 1.699 0.528 1.356  -0.011

Among the records above, which one has the highest relative energy (zero: lowest compared OMol25 entry of this formula, charge and spin)? C4H6N2O